Arrangement A

The following is a quantum chemistry calculation of a single C9H15N3 molecule, from OMol25.

Its gap between HOMO and LUMO (alpha / beta) is 7.621 / 7.620 eV. Its HOMO energy (alpha / beta) is -0.2693 / -0.2693 Eh.

Geometry (Å):
C -2.149 -0.570 -0.591
C -1.235 -0.900 1.731
C -2.137 -0.637 0.809
C 0.322 0.300 -0.100
C -1.768 -0.960 3.176
C -0.013 1.987 -2.059
C 2.236 1.593 -0.957
C 1.412 -1.928 -0.334
C 0.931 0.802 -1.388
N -2.173 -0.305 -1.675
N 0.020 -1.291 1.549
N 0.557 -0.892 0.364
H -3.157 -0.533 1.172
H -0.131 0.992 0.531
H -0.880 -1.218 3.843
H -2.522 -1.832 3.432
H -2.132 0.035 3.329
H 0.616 2.329 -3.018
H -0.111 2.649 -1.244
H -1.061 1.652 -2.291
H 1.890 2.470 -0.462
H 2.475 1.822 -1.952
H 2.802 0.942 -0.323
H 1.688 -2.673 0.478
H 0.866 -2.300 -1.129
H 2.397 -1.650 -0.726
H 1.256 0.115 -2.164



Arrangement B

The following is a quantum chemistry calculation of 2 unconnected molecules or ions with the total composition C9H15N3, from OMol25.

Its gap between HOMO and LUMO (alpha / beta) is 7.601 / 7.785 eV. Its HOMO energy (alpha / beta) is -0.2770 / -0.2781 Eh.

Geometry (Å):
C -2.005 3.437 1.050
C -1.351 1.964 2.375
C -0.942 0.515 -1.368
C -0.025 -0.164 -0.735
C 1.356 -1.851 0.613
C -0.464 -2.421 -0.906
C 1.676 -1.382 -1.884
C 0.746 1.394 1.056
C 0.626 -1.416 -0.684
N -2.295 2.853 2.193
N -0.934 2.941 0.447
N -0.429 2.023 1.321
H -2.583 4.222 0.675
H -1.193 1.264 3.146
H -1.476 0.249 -2.298
H -1.289 1.579 -1.184
H 1.329 -2.898 0.594
H 0.831 -1.505 1.432
H 2.307 -1.416 0.604
H -1.192 -2.346 0.073
H -0.011 -3.408 -0.894
H -0.892 -2.161 -1.780
H 1.451 -0.411 -2.317
H 2.657 -1.381 -1.412
H 1.505 -2.227 -2.499
H 1.020 0.771 1.918
H 1.577 1.773 0.465



Least stable = arrangement B



Arrangement A

The following is a quantum chemistry calculation of 2 unconnected molecules or ions with the total composition CH6N3, from OMol25.

Its gap between HOMO and LUMO is 9.720 eV. As for the total charge: +1. Its HOMO energy is -0.5467 Eh.

Geometry (Å):
C -1.591 -0.272 -0.268
N 1.166 0.801 -0.248
N -0.724 0.578 0.083
N 1.662 -0.368 -0.076
H -1.243 -1.351 -0.368
H -2.647 0.158 -0.238
H -0.902 1.549 0.197
H 1.378 1.441 0.524
H 1.373 -0.982 -0.822
H 2.031 -0.740 0.882



Arrangement B

The following is a quantum chemistry calculation of 2 unconnected molecules or ions with the total composition CH6N3, from OMol25.

Its gap between HOMO and LUMO is 11.592 eV. As for the total charge: +1. Its HOMO energy is -0.5476 Eh.

Geometry (Å):
C 0.173 -1.035 -1.009
N 0.047 -0.136 -0.280
N 0.610 -2.057 -1.740
N -0.478 1.628 1.429
H -0.125 0.828 0.744
H 0.365 1.856 2.024
H 0.952 -2.838 -1.153
H 0.358 -2.088 -2.671
H -1.355 1.290 1.691
H -0.546 2.552 0.965



Arrangement C

The following is a quantum chemistry calculation of 2 unconnected molecules or ions with the total composition CH6N3, from OMol25.

Its gap between HOMO and LUMO is 5.767 eV. As for the total charge: +1. Its HOMO energy is -0.4891 Eh.

Geometry (Å):
C 1.487 -0.501 -0.606
N 1.650 -0.159 0.719
N 0.433 -0.204 0.515
N -2.395 0.384 0.120
H 1.714 0.185 -1.390
H 1.550 -1.579 -0.861
H 2.317 -0.127 1.567
H -1.681 0.933 0.676
H -1.865 0.067 -0.768
H -3.211 1.001 0.030



Least stable = arrangement C



Arrangement A

The following is a quantum chemistry calculation of a single C15H16N2O3S molecule, from OMol25.

Its gap between HOMO and LUMO is 8.941 eV. The structure (SMILES) is Cc1ccccc1NS(=O)(=O)c1cc(C(N)=O)ccc1C. Its HOMO energy is -0.3188 Eh.

Geometry (Å):
C -4.118 -0.624 0.454
C -3.173 0.492 0.110
C -3.523 1.812 0.346
C -2.668 2.855 0.032
C -1.438 2.579 -0.536
C -1.064 1.270 -0.781
C -1.920 0.223 -0.460
N -1.518 -1.088 -0.677
S -0.108 -1.619 -1.391
O 0.104 -0.967 -2.650
O -0.240 -3.047 -1.376
C 1.182 -1.091 -0.265
C 2.193 -0.327 -0.812
C 3.231 0.131 -0.011
C 4.373 0.957 -0.513
N 4.173 1.591 -1.691
O 5.411 1.063 0.107
C 3.230 -0.219 1.339
C 2.218 -0.994 1.870
C 1.166 -1.448 1.076
C 0.070 -2.285 1.646
H -3.677 -1.301 1.186
H -4.376 -1.201 -0.434
H -5.036 -0.222 0.875
H -4.487 2.026 0.784
H -2.965 3.874 0.227
H -0.764 3.383 -0.793
H -0.118 1.047 -1.243
H -2.189 -1.818 -0.511
H 2.140 -0.135 -1.873
H 3.313 1.532 -2.205
H 4.923 2.149 -2.062
H 4.048 0.125 1.953
H 2.240 -1.259 2.916
H -0.798 -1.661 1.863
H -0.225 -3.048 0.930
H 0.391 -2.757 2.571



Arrangement B

The following is a quantum chemistry calculation of a single C15H16N2O3S molecule, from OMol25.

Its gap between HOMO and LUMO is 9.274 eV. The structure (SMILES) is Cc1ccccc1NS(=O)(=O)c1ccc(C)c(C(N)=O)c1. Its HOMO energy is -0.3213 Eh.

Geometry (Å):
C 1.445 -0.470 1.820
C 2.681 -0.679 1.003
C 3.872 -1.052 1.612
C 5.024 -1.274 0.879
C 4.998 -1.130 -0.497
C 3.826 -0.747 -1.122
C 2.671 -0.515 -0.383
N 1.486 -0.147 -1.048
S 0.753 1.344 -0.766
O 1.522 2.137 0.146
O 0.454 1.879 -2.065
C -0.813 0.916 -0.013
C -1.273 1.634 1.073
C -2.508 1.323 1.614
C -3.300 0.318 1.068
C -4.627 -0.003 1.686
C -2.827 -0.378 -0.048
C -3.614 -1.483 -0.695
N -4.788 -1.076 -1.234
O -3.232 -2.629 -0.742
C -1.576 -0.084 -0.577
H 1.267 0.597 1.949
H 1.557 -0.925 2.801
H 0.580 -0.903 1.322
H 3.891 -1.176 2.685
H 5.936 -1.564 1.379
H 5.887 -1.308 -1.083
H 3.798 -0.626 -2.196
H 1.549 -0.270 -2.049
H -0.653 2.415 1.484
H -2.867 1.867 2.476
H -4.894 -1.044 1.522
H -5.409 0.624 1.256
H -4.601 0.190 2.756
H -5.047 -0.106 -1.266
H -5.344 -1.743 -1.744
H -1.199 -0.637 -1.423



Least stable = arrangement B



Arrangement A

The following is a quantum chemistry calculation of a molecular structure, C31H32Cl3EuI2N2O2PS2Si, from OMol25.

Its gap between HOMO and LUMO (alpha / beta) is 4.940 / 5.320 eV. As for the spin multiplicity: 8. As for the total charge: -2. Its HOMO energy (alpha / beta) is -0.0342 / -0.0482 Eh.

Geometry (Å):
Eu -0.456 -0.007 0.303
C 1.914 -2.876 1.681
N 2.084 -1.483 1.215
C 2.809 -0.700 2.231
C 2.045 0.484 2.798
N 0.660 0.217 3.210
C 0.155 1.433 3.877
C 0.546 -0.878 4.147
C 1.357 -0.942 5.271
C 1.207 -1.962 6.225
C 0.226 -2.929 6.040
C -0.582 -2.898 4.917
C -0.432 -1.866 3.960
S -1.377 -1.907 2.469
C 2.704 -1.558 -0.098
C 4.069 -1.376 -0.302
C 4.636 -1.465 -1.568
C 3.836 -1.792 -2.653
C 2.486 -2.038 -2.457
C 1.890 -1.921 -1.194
S 0.187 -2.311 -1.022
H 2.888 -3.384 1.733
H 1.275 -3.413 0.983
H 1.453 -2.892 2.666
H 3.725 -0.275 1.829
H 3.089 -1.365 3.052
H 1.993 1.298 2.088
H 2.643 0.870 3.643
H 0.766 1.673 4.763
H -0.876 1.280 4.188
H 0.201 2.269 3.182
H 2.119 -0.185 5.412
H 1.839 -1.981 7.106
H 0.100 -3.724 6.768
H -1.334 -3.660 4.763
H 4.724 -1.167 0.533
H 5.698 -1.282 -1.693
H 4.266 -1.871 -3.648
H 1.853 -2.336 -3.285
O -4.246 -1.823 -1.394
C -3.184 -1.204 -1.453
O -2.478 -0.773 -0.468
C -2.577 -0.858 -2.827
P -1.364 0.464 -2.493
C -0.686 0.809 -4.177
C 0.618 0.405 -4.453
C 1.172 0.604 -5.714
C 0.427 1.217 -6.711
C -0.870 1.640 -6.441
C -1.424 1.435 -5.184
C -2.431 1.955 -2.352
C -1.791 3.197 -2.372
C -2.503 4.364 -2.150
C -3.869 4.306 -1.895
C -4.514 3.080 -1.887
C -3.800 1.909 -2.110
H -3.335 -0.608 -3.567
H -2.019 -1.730 -3.172
H 1.206 -0.053 -3.664
H 2.191 0.286 -5.911
H 0.854 1.373 -7.697
H -1.453 2.133 -7.213
H -2.431 1.777 -4.974
H -0.721 3.242 -2.547
H -1.990 5.320 -2.147
H -4.426 5.215 -1.687
H -5.576 3.028 -1.672
H -4.318 0.958 -2.069
I -2.231 2.128 1.399
C 1.727 3.285 1.043
I 1.667 1.848 -0.938
H 2.670 3.831 1.030
H 0.858 3.936 1.025
Cl -4.696 -1.265 1.817
Si -3.416 -1.901 3.206
Cl -3.489 -0.795 4.923
Cl -3.938 -3.814 3.761



Arrangement B

The following is a quantum chemistry calculation of a molecular structure, C31H32Cl3EuI2N2O2PS2Si, from OMol25.

Its gap between HOMO and LUMO (alpha / beta) is 4.611 / 5.597 eV. As for the spin multiplicity: 8. As for the total charge: -2. Its HOMO energy (alpha / beta) is -0.0354 / -0.0717 Eh.

Geometry (Å):
Eu -1.137 -0.690 1.258
C 0.269 -1.734 -1.973
N 0.902 -1.523 -0.666
C 1.466 -2.823 -0.268
C 1.921 -2.903 1.179
N 0.794 -2.998 2.102
C 0.303 -4.379 2.145
C 1.116 -2.607 3.449
C 2.412 -2.692 3.945
C 2.707 -2.342 5.254
C 1.688 -1.919 6.093
C 0.389 -1.844 5.617
C 0.076 -2.175 4.295
S -1.580 -1.990 3.742
C 1.918 -0.484 -0.729
C 2.679 -0.339 -1.887
C 3.615 0.671 -2.038
C 3.807 1.571 -0.998
C 3.082 1.428 0.170
C 2.132 0.403 0.351
S 1.339 0.301 1.904
H 0.894 -2.337 -2.650
H 0.071 -0.782 -2.449
H -0.676 -2.254 -1.831
H 2.325 -3.065 -0.915
H 0.694 -3.573 -0.456
H 2.495 -2.009 1.419
H 2.588 -3.777 1.274
H 1.096 -5.068 2.480
H -0.037 -4.692 1.158
H -0.533 -4.445 2.838
H 3.218 -3.021 3.300
H 3.731 -2.391 5.606
H 1.908 -1.637 7.117
H -0.415 -1.499 6.255
H 2.528 -1.026 -2.712
H 4.178 0.754 -2.960
H 4.519 2.383 -1.100
H 3.231 2.113 0.996
O -4.226 -0.654 -1.603
C -3.194 -0.188 -1.114
O -2.217 -0.875 -0.643
C -2.955 1.329 -1.094
P -1.124 1.549 -0.919
C -0.685 1.603 -2.714
C 0.451 2.306 -3.120
C 0.820 2.350 -4.455
C 0.065 1.686 -5.412
C -1.050 0.962 -5.017
C -1.420 0.915 -3.680
C -0.971 3.359 -0.611
C -0.020 3.789 0.310
C 0.131 5.143 0.581
C -0.669 6.073 -0.064
C -1.611 5.652 -0.993
C -1.757 4.302 -1.269
H -3.452 1.761 -0.225
H -3.370 1.787 -1.992
H 1.054 2.814 -2.376
H 1.703 2.908 -4.747
H 0.346 1.727 -6.458
H -1.641 0.427 -5.752
H -2.283 0.326 -3.394
H 0.585 3.051 0.828
H 0.866 5.469 1.307
H -0.569 7.129 0.162
H -2.237 6.377 -1.501
H -2.487 3.981 -2.002
I -2.897 -3.405 1.164
C -3.814 -3.724 -0.772
I -2.593 -4.880 -2.082
H -3.953 -2.741 -1.221
H -4.746 -4.261 -0.643
Cl -3.367 3.483 1.965
Si -2.147 1.825 2.581
Cl -2.542 1.930 4.645
Cl -3.737 0.108 2.014



Least stable = arrangement A



Arrangement A

The following is a quantum chemistry calculation of a single CH4S2 molecule, from OMol25.

Its gap between HOMO and LUMO is 9.774 eV. The structure (SMILES) is CSS. Its HOMO energy is -0.3322 Eh.

Geometry (Å):
C -0.082 -0.216 -0.644
S 1.137 1.077 -0.318
S 1.790 0.567 1.513
H -0.432 0.145 -1.710
H -0.903 -0.058 -0.034
H 0.306 -1.159 -0.446
H 0.751 1.318 2.069



Arrangement B

The following is a quantum chemistry calculation of 2 unconnected molecules or ions with the total composition CH4S2, from OMol25.

Its gap between HOMO and LUMO is 8.544 eV. The structure (SMILES) is C=S.S. Its HOMO energy is -0.3219 Eh.

Geometry (Å):
C 1.744 -0.494 -0.242
S 2.367 0.957 -0.466
H 0.712 -0.556 -0.034
H 2.247 -1.409 -0.408
S -2.033 0.219 0.043
H -2.618 -0.076 1.301
H -2.419 1.358 -0.195



Least stable = arrangement B



Arrangement A

The following is a quantum chemistry calculation of a single CH4S2 molecule, from OMol25.

Its gap between HOMO and LUMO is 9.433 eV. The structure (SMILES) is CSS. Its HOMO energy is -0.3351 Eh.

Geometry (Å):
C -0.506 -0.366 0.354
S 0.904 0.500 1.034
S 1.315 1.881 -0.576
H -0.355 -1.276 0.829
H -0.537 -0.574 -0.638
H -1.548 0.096 0.592
H 2.260 1.127 -0.967



Arrangement B

The following is a quantum chemistry calculation of 2 unconnected molecules or ions with the total composition CH4S2, from OMol25.

Its gap between HOMO and LUMO (alpha / beta) is 7.145 / 7.037 eV. Its HOMO energy (alpha / beta) is -0.3322 / -0.3316 Eh.

Geometry (Å):
C -0.445 0.414 0.042
S -0.600 -1.357 -0.373
S 1.132 0.861 0.809
H -0.547 0.946 -0.902
H -1.255 0.692 0.715
H -0.379 -1.816 0.858
H 2.093 0.260 -1.148



Least stable = arrangement B



Arrangement A

The following is a quantum chemistry calculation of a molecular structure, C25H29Cl5NO6SV, from OMol25.

Its gap between HOMO and LUMO (alpha / beta) is 5.943 / 6.471 eV. As for the spin multiplicity: 2. As for the total charge: -1. Its HOMO energy (alpha / beta) is -0.1783 / -0.1818 Eh.

Geometry (Å):
V -0.548 -0.219 0.274
C 0.827 2.678 -0.365
C 1.136 2.621 1.029
C -0.041 2.250 1.699
C -1.023 1.940 0.670
C -0.490 2.341 -0.600
C -1.302 2.739 -1.825
C -1.297 4.278 -1.864
C -0.687 2.219 -3.127
C -2.767 2.294 -1.747
C -0.425 2.213 3.182
C -1.956 2.228 3.336
C 0.063 0.967 3.940
C 0.058 3.493 3.882
C 2.575 2.912 1.478
C 2.754 4.421 1.702
C 3.555 2.495 0.364
C 3.043 2.137 2.713
H 1.516 2.999 -1.132
H -2.086 1.953 0.861
H -0.282 4.660 -1.974
H -1.706 4.680 -0.936
H -1.902 4.644 -2.698
H 0.368 2.485 -3.202
H -1.208 2.646 -3.988
H -0.769 1.135 -3.192
H -3.241 2.659 -0.835
H -2.871 1.211 -1.778
H -3.316 2.717 -2.591
H -2.409 1.331 2.922
H -2.394 3.104 2.855
H -2.207 2.261 4.399
H -0.447 0.078 3.567
H -0.177 1.072 5.002
H 1.129 0.804 3.842
H -0.321 4.372 3.357
H 1.140 3.575 3.933
H -0.325 3.512 4.905
H 2.482 4.968 0.797
H 3.795 4.651 1.943
H 2.124 4.789 2.510
H 3.448 3.098 -0.536
H 3.413 1.445 0.105
H 4.580 2.619 0.720
H 2.498 2.388 3.618
H 4.096 2.368 2.896
H 2.963 1.064 2.542
O 1.622 -3.598 0.429
C 1.116 -2.512 0.508
O -0.045 -2.140 0.063
C 1.833 -1.306 1.171
O 2.959 -1.355 1.579
O 1.037 -0.247 1.214
Cl 0.265 -3.564 -6.090
C -0.196 -2.662 -4.697
C 0.752 -1.921 -3.996
Cl 2.394 -1.901 -4.508
C 0.374 -1.191 -2.879
Cl 1.509 -0.248 -1.991
C -0.954 -1.178 -2.431
O -1.340 -0.474 -1.388
C -1.890 -1.936 -3.144
Cl -3.516 -1.929 -2.576
C -1.520 -2.666 -4.264
Cl -2.702 -3.582 -5.117
O -3.738 -1.652 2.888
S -3.275 -1.323 1.550
N -1.922 -0.723 1.429



Arrangement B

The following is a quantum chemistry calculation of a molecular structure, C25H29Cl5NO6SV, from OMol25.

Its gap between HOMO and LUMO (alpha / beta) is 7.614 / 7.782 eV. As for the spin multiplicity: 2. As for the total charge: -1. Its HOMO energy (alpha / beta) is -0.2189 / -0.2192 Eh.

Geometry (Å):
V -1.170 0.819 -1.050
C 1.487 0.402 -1.150
C 1.938 0.495 0.129
C 1.152 -0.494 0.939
C 0.281 -1.099 0.089
C 0.399 -0.576 -1.276
C 0.459 -1.591 -2.439
C 1.686 -2.483 -2.182
C -0.791 -2.469 -2.472
C 0.642 -0.932 -3.808
C 1.139 -0.825 2.431
C 0.335 -2.114 2.669
C 0.437 0.284 3.229
C 2.540 -1.093 2.994
C 3.081 1.450 0.481
C 2.832 2.283 1.744
C 3.289 2.463 -0.657
C 4.391 0.654 0.613
H 1.846 0.980 -1.985
H -0.444 -1.849 0.361
H 1.656 -2.917 -1.181
H 2.612 -1.913 -2.278
H 1.711 -3.298 -2.911
H -0.879 -3.081 -1.572
H -0.741 -3.143 -3.332
H -1.698 -1.871 -2.558
H 1.426 -0.172 -3.793
H -0.270 -0.464 -4.168
H 0.940 -1.696 -4.531
H -0.715 -1.994 2.400
H 0.374 -2.361 3.732
H 0.745 -2.955 2.106
H -0.604 0.376 2.922
H 0.888 1.263 3.093
H 0.471 0.039 4.295
H 3.060 -1.855 2.406
H 2.448 -1.463 4.018
H 3.167 -0.207 3.029
H 1.929 2.890 1.648
H 3.673 2.966 1.886
H 2.745 1.686 2.645
H 2.378 3.019 -0.878
H 3.637 1.979 -1.572
H 4.059 3.176 -0.355
H 4.368 -0.065 1.428
H 5.225 1.340 0.788
H 4.588 0.106 -0.311
O -1.090 3.116 2.229
C -0.987 2.599 1.143
O -1.387 1.399 0.822
C -0.318 3.296 -0.061
O 0.275 4.342 -0.008
O -0.448 2.577 -1.164
Cl -8.106 -0.474 1.297
C -6.478 -0.425 0.726
C -5.917 0.771 0.290
Cl -6.863 2.211 0.320
C -4.606 0.814 -0.172
Cl -3.942 2.312 -0.710
C -3.812 -0.347 -0.217
O -2.587 -0.375 -0.644
C -4.401 -1.545 0.238
Cl -3.424 -2.965 0.220
C -5.707 -1.585 0.698
Cl -6.381 -3.076 1.244
O -2.367 1.042 -5.211
S -2.480 1.616 -3.877
N -1.697 1.010 -2.780



Least stable = arrangement A